# 1
Molecular formula: C12H22CuN4O3
Method: DFT, ωB97M-V/def2-TZVPD

CARTESIAN COORDINATES (ANGSTROEM)
Cu 2.94546 -0.71986 0.49053
O -4.67927 0.26676 0.69553
O 1.86089 -2.82432 1.16617
O -3.50564 2.25288 0.70759
N 4.30730 -0.05281 -0.15921
N -2.95672 0.30558 -0.78608
N 3.22026 -1.73429 -1.46820
N 2.43243 0.52581 -1.58524
C -3.74865 0.79055 0.21073
C 1.78177 1.34005 -0.55144
C 3.36282 -0.36819 -1.01472
C -2.48833 2.48239 2.93827
C -0.38647 -2.17977 0.47421
C 0.52962 2.09202 -1.06581
C -1.94207 1.23859 -1.36650
C 0.85208 -1.79495 1.27596
C -1.68521 -1.34281 0.81807
C -3.08588 2.37982 1.85524
C -2.35709 -1.04157 -0.53937
C -0.71129 1.38521 -0.45839
H -2.27729 -1.96885 1.47902
H -3.16085 -1.76002 -0.71064
H 0.48362 2.08705 -2.15680
H -1.35598 -0.43708 1.32601
H 0.62715 -1.63636 2.33171
H 1.29655 -0.88083 0.78889
H 2.34084 -2.85594 2.00587
H -1.63811 0.84297 -2.33386
H -2.37380 2.22699 -1.52802
H -0.58093 -3.24527 0.57781
H -2.06135 2.79678 3.87082
H -0.33946 0.41050 -0.16373
H -0.97338 1.90928 0.46223
H -1.65761 -1.19353 -1.35308
H -0.08625 -1.99230 -0.55825
H 0.57400 3.14257 -0.78608
H 1.47768 0.73613 0.34752
H 3.65377 -2.33884 -0.76948
H 2.46700 2.10543 -0.17952
H 4.29596 0.95560 0.01447
H 1.71830 -0.05896 -2.01471
H 3.82415 -1.84641 -2.28751

multiplicity: 2
net charge: +2
lowest unoccupied orbital energy (alpha / beta): -6.20 / -10.99 eV

Taken from the Löwdin analysis, the atomic charges in e are: number 1, Cu, carries 0.64; number 2, O, carries 0.27; number 3, O, carries -0.04; number 4, O, carries 0.20; number 5, N, carries 0.08; number 6, N, carries 0.01; number 7, N, carries 0.14; number 8, N, carries 0.09; number 9, C, carries -0.35; number 10, C, carries -0.21; number 11, C, carries -0.69; number 12, C, carries 0.38; number 13, C, carries -0.13; number 14, C, carries -0.11; number 15, C, carries -0.10; number 16, C, carries -0.23; number 17, C, carries -0.12; number 18, C, carries -0.08; number 19, C, carries -0.11; number 20, C, carries -0.17; number 21, H, carries 0.13; number 22, H, carries 0.15; number 23, H, carries 0.13; number 24, H, carries 0.09; number 25, H, carries 0.15; number 26, H, carries 0.05; number 27, H, carries 0.12; number 28, H, carries 0.14; number 29, H, carries 0.14; number 30, H, carries 0.14; number 31, H, carries 0.11; number 32, H, carries 0.06; number 33, H, carries 0.10; number 34, H, carries 0.12; number 35, H, carries 0.11; number 36, H, carries 0.12; number 37, H, carries 0.08; number 38, H, carries 0.10; number 39, H, carries 0.13; number 40, H, carries 0.10; number 41, H, carries 0.14; number 42, H, carries 0.14

***

# 2
Molecular formula: C63H132F18N6O15P3S6
Method: DFT, ωB97M-V/def2-TZVPD

CARTESIAN COORDINATES (ANGSTROEM)
S -1.68342 2.75952 -0.07355
S -0.15110 -2.38991 -3.82969
S -1.60437 5.60431 -4.63786
S 0.81537 2.54326 0.46416
S -0.25075 -3.54233 -5.97350
S -1.71729 8.19116 -4.09056
P 5.78075 3.16403 -4.16335
P 1.73219 -7.03612 3.09910
P -5.39668 -1.41812 0.91582
F 0.29338 -3.79721 -8.62958
F -0.12727 -1.76154 -7.92741
F -3.20339 3.20444 -2.26862
F 2.39399 2.92254 -1.61038
F 2.84391 1.10181 -0.49913
F -0.67242 -1.33750 -1.37193
F -0.40554 3.22639 -5.27820
F 0.96505 9.03405 -4.24589
F -1.52245 -0.12270 -3.03711
F 0.79085 4.53637 -3.99676
F 0.02241 8.90043 -6.25586
F -2.66152 5.09987 -1.26905
F -2.41374 -2.04386 -2.41392
F 1.05113 1.24860 -1.93600
F -0.76813 3.47713 -3.04715
F -4.10246 3.69282 -0.38009
F -1.81945 -3.23933 -8.07241
F -0.55061 10.51293 -4.88079
O 1.21199 -3.65185 -5.82074
O -2.54456 5.14706 5.09206
O -1.88735 1.35381 -0.54156
O -1.27435 5.94202 -5.98464
O -0.94372 -4.81903 -5.90899
O -2.43329 1.39254 4.64635
O -2.10454 3.06287 1.33757
O 0.68440 6.78372 1.03100
O -0.14070 -3.72516 -3.28455
O -1.98914 8.94938 -2.85268
O -2.77444 8.08976 -5.05528
O -2.94456 5.16904 -4.45730
O 1.18661 -1.72750 -3.78467
O 1.70488 3.37693 1.31337
O 0.35487 1.31072 1.14831
N -0.99712 -2.21012 -5.13055
N -1.11861 6.57770 -3.63259
N -0.78648 3.06112 5.12421
N -4.85146 5.37545 4.22212
N -0.42019 3.43860 -0.36537
N 0.20431 5.99595 -1.17199
C 2.04283 -4.38122 2.03555
C -0.69670 -6.33157 4.28315
C 0.10005 3.23963 3.91839
C 1.56746 1.01657 -6.46013
C 4.77545 4.63715 -3.70842
C 3.79492 -8.31412 4.53534
C 1.57835 -5.80025 1.74425
C -6.14674 -1.65860 2.62689
C 3.48470 7.94956 -5.57617
C -5.32998 -5.31636 4.03622
C -1.24906 -1.39315 -2.61549
C 4.67212 5.82282 -4.71513
C 3.43896 -7.11972 3.58143
C 1.89241 1.87057 -1.00671
C 9.33215 6.42354 -5.11518
C -8.03995 -5.43094 0.42661
C 0.78080 -6.51323 4.54799
C -4.40367 4.92349 2.81750
C -2.92209 -0.76556 2.09581
C 0.29891 -11.58822 1.84496
C 1.13139 -8.70175 2.49073
C 5.22648 -8.87086 6.52844
C 3.68891 1.85126 -5.44672
C 5.13612 2.30290 -5.59691
C 3.09962 1.11183 -6.61778
C 8.17850 4.84453 -3.55408
C -0.43184 4.06600 -4.21056
C -3.93954 6.79189 6.19584
C -7.84600 -4.49027 -0.75595
C -1.47254 -1.26982 2.31503
C 5.82095 1.90883 -2.82143
C -0.49716 0.55429 5.80984
C -1.35397 1.62475 5.18483
C -1.36839 7.70489 0.07197
C -0.16905 9.26050 -4.95484
C -7.20039 1.32652 -2.66230
C 1.69042 6.11476 -1.44659
C 1.72258 -3.40629 0.88004
C 9.50903 5.36265 -4.11294
C 1.94189 -1.84391 1.18063
C -6.34707 -3.09662 3.19136
C -5.02053 -3.98577 3.31970
C -3.58996 -1.53950 0.99389
C -0.07443 6.88082 0.06139
C -5.24545 0.05854 -1.42035
C -3.00208 3.80144 -1.11531
C 3.77548 7.06419 -4.35748
C -7.36073 -3.02809 -0.51020
C -3.68168 5.70266 5.17692
C -1.35822 -2.26007 3.57794
C -0.50258 -3.01679 -7.80998
C 0.97351 -9.87412 3.53636
C -1.35725 -5.85976 5.54882
C 5.13941 -8.06809 5.21444
C -0.08134 -10.93411 3.12970
C 5.94932 2.44170 -1.35356
C -5.74519 1.30884 -2.10410
C -5.83537 0.02025 0.06891
C -5.84129 -2.91150 -0.12390
C -1.38240 -6.90080 6.64105
C 6.07194 1.33748 -0.33499
C 7.46075 3.84327 -4.52326
C 5.70993 1.78963 1.07972
H -8.88374 -6.11652 0.34860
H -7.23678 2.09699 -3.43247
H 0.68412 -9.45741 4.50109
H 3.09800 7.44627 -6.46232
H -0.44894 3.10586 2.98629
H 10.07490 4.51458 -4.49850
H -5.46124 -1.23544 3.36115
H -0.80639 -0.42970 2.51134
H 0.67264 -3.51227 0.60707
H -7.95091 1.45682 -1.88264
H 3.79414 4.25315 -3.42970
H 5.75779 0.97436 1.80161
H 4.72239 -9.83725 6.51881
H 5.28736 5.06044 -2.84420
H 3.10320 2.75237 -5.26490
H 1.09480 -7.11542 5.40055
H -6.91916 -0.09348 0.04549
H 2.89772 8.78276 -5.18975
H -0.21597 3.34623 5.90736
H 6.61077 1.18980 -3.03887
H -1.08806 8.63730 -0.41806
H -0.39694 -12.35117 1.49594
H -6.78446 -3.02210 4.18696
H 1.73187 -9.00791 1.63411
H 0.18713 -8.49173 1.98837
H -5.46510 2.12874 -1.44274
H -5.47186 -3.77222 0.43359
H 3.89506 -9.23274 3.95723
H 2.18671 -3.71054 -0.05810
H -0.84442 -4.98984 5.95912
H 1.25712 -12.09612 1.95435
H 4.98438 2.90964 -1.15855
H 0.34102 -10.94732 0.96429
H -0.18393 -11.65769 3.93841
H -0.35277 6.26405 -1.97067
H -3.41376 5.29687 2.55529
H 1.31195 -1.53394 2.01441
H 3.13236 -4.35814 2.05790
H 6.78304 3.13420 -1.23758
H 3.53254 1.24031 -4.55768
H 10.20839 5.81544 -3.41010
H -4.39865 -5.72374 4.42961
H -2.24597 7.31762 -0.44568
H -4.36070 -3.43964 3.99384
H 5.35437 -7.04269 5.51517
H -1.73985 -3.27332 3.45223
H 7.42200 4.25454 -5.53195
H 6.43227 2.52552 1.43294
H -2.36210 -5.55203 5.25959
H 2.93030 -1.54452 1.52921
H -3.14153 6.89929 6.93052
H -1.07530 -7.29605 3.94469
H -1.00710 -1.74858 1.45350
H 8.09517 2.95914 -4.58587
H 3.78344 -6.15413 3.95166
H 5.50543 0.44470 -0.59980
H -5.92707 -5.00563 4.89355
H -1.79242 7.90493 1.05598
H 5.95232 -8.35914 4.54919
H 1.54772 -4.05031 2.94850
H 0.59826 4.20881 3.94255
H 1.04593 1.91037 -6.80251
H 5.69503 6.16504 -4.87203
H 7.11983 1.03887 -0.36424
H 1.72423 -1.19930 0.32905
H -2.13923 -6.57897 7.35640
H 0.52927 -5.86424 1.45542
H -5.27230 -3.00777 -1.04861
H -0.49275 -7.17037 7.21023
H 1.99276 7.16167 -1.47241
H -4.15818 0.13367 -1.43776
H 1.08338 -5.53823 4.92999
H 5.72796 1.41052 -5.80056
H -0.32281 -2.37661 3.89800
H 6.25962 -9.15306 6.73107
H -5.19398 5.32999 2.18642
H -4.04493 7.75336 5.69330
H -6.88672 -3.63750 2.41397
H -0.69944 -5.59771 3.47721
H -8.86087 -4.28901 -1.09893
H 1.03451 0.19000 -6.93007
H -0.09938 5.06895 -0.91020
H 8.57369 7.07676 -4.68374
H 2.85644 6.82693 -3.82158
H 8.89974 6.06409 -6.04895
H -5.50814 0.86367 0.67692
H 1.87918 -10.43868 3.75802
H -0.16327 -0.07808 4.98720
H 0.31550 0.92740 6.43311
H -8.01165 -2.60065 0.25250
H 4.87432 1.36984 -2.86005
H -7.48509 -2.45990 -1.43204
H -5.57748 -0.86947 -1.88582
H -1.51809 3.75613 5.16656
H 4.89020 -8.36166 7.43162
H -4.52136 -4.17365 2.36910
H 4.74899 2.29250 1.18853
H -3.41750 -0.68242 3.06315
H 5.36575 2.93359 -6.45574
H 4.42783 8.30325 -5.99272
H 1.24606 0.84243 -5.43325
H 3.42245 1.50099 -7.58341
H -7.22842 -4.93497 -1.53630
H 2.23532 5.62759 -0.63799
H 0.89892 2.49951 3.87230
H 4.35448 7.56238 -3.57988
H -3.06032 -1.36642 0.05707
H -1.87094 -1.79262 4.41860
H -8.44839 -4.79289 1.21030
H 4.27623 5.47237 -5.66830
H -7.02909 -1.04631 2.81309
H -5.41958 6.20498 4.12612
H 3.96801 -7.16261 2.62940
H -3.49973 -2.61434 1.15091
H -1.15636 -0.07840 6.40420
H 8.52298 4.16238 -2.77684
H -2.86172 0.28111 1.79759
H 1.99905 5.64217 -2.37907
H -4.41737 3.83548 2.88185
H 3.09398 -8.30646 5.37005
H 3.53936 0.11452 -6.62809
H 7.64874 5.71958 -3.17756
H -5.33175 4.65696 4.74481
H -1.02041 -10.38961 3.03085
H -7.37645 0.34438 -3.10104
H 10.22505 7.02050 -5.30083
H -5.21560 1.48585 -3.04021
H -4.86923 6.57156 6.72046
H -5.88065 -6.01702 3.40858
H -1.79029 -7.86772 6.34643
H 2.22276 -6.20452 0.96361
H -7.11138 -5.94288 0.67920

multiplicity: 1
net charge: +3
lowest unoccupied orbital energy: -8.23 eV

Löwdin atomic charge list, values in e, 99 entries: number 1, S, carries 0.58; number 2, S, carries 0.52; number 3, S, carries 0.46; number 4, S, carries 0.76; number 5, S, carries 0.68; number 6, S, carries 0.75; number 7, P, carries 1.04; number 8, P, carries 1.02; number 9, P, carries 1.03; number 10, F, carries 0.11; number 11, F, carries 0.13; number 12, F, carries 0.16; number 13, F, carries 0.13; number 14, F, carries 0.17; number 15, F, carries 0.06; number 16, F, carries 0.13; number 17, F, carries 0.09; number 18, F, carries 0.09; number 19, F, carries 0.09; number 20, F, carries 0.13; number 21, F, carries 0.12; number 22, F, carries 0.09; number 23, F, carries 0.11; number 24, F, carries 0.09; number 25, F, carries 0.11; number 26, F, carries 0.11; number 27, F, carries 0.17; number 28, O, carries -0.33; number 29, O, carries 0.08; number 30, O, carries -0.30; number 31, O, carries -0.28; number 32, O, carries -0.30; number 33, O, carries 0.13; number 34, O, carries -0.38; number 35, O, carries 0.11; number 36, O, carries -0.32; number 37, O, carries -0.34; number 38, O, carries -0.28; number 39, O, carries -0.27; number 40, O, carries -0.35; number 41, O, carries -0.31; number 42, O, carries -0.33; number 43, N, carries -0.27; number 44, N, carries -0.34; number 45, N, carries 0.10; number 46, N, carries 0.12; number 47, N, carries -0.33; number 48, N, carries 0.10; number 49, C, carries -0.24; number 50, C, carries -0.25; number 51, C, carries 0.01; number 52, C, carries -0.08; number 53, C, carries -0.25; number 54, C, carries -0.22; number 55, C, carries -0.26; number 56, C, carries -0.22; number 57, C, carries -0.08; number 58, C, carries -0.08; number 59, C, carries -0.59; number 60, C, carries -0.21; number 61, C, carries -0.28; number 62, C, carries -0.58; number 63, C, carries -0.12; number 64, C, carries -0.10; number 65, C, carries -0.29; number 66, C, carries 0.06; number 67, C, carries -0.24; number 68, C, carries -0.12; number 69, C, carries -0.22; number 70, C, carries -0.11; number 71, C, carries -0.27; number 72, C, carries -0.27; number 73, C, carries -0.23; number 74, C, carries -0.22; number 75, C, carries -0.57; number 76, C, carries 0.04; number 77, C, carries -0.25; number 78, C, carries -0.19; number 79, C, carries -0.23; number 80, C, carries 0.04; number 81, C, carries -0.32; number 82, C, carries 0.02; number 83, C, carries -0.55; number 84, C, carries -0.07; number 85, C, carries 0.01; number 86, C, carries -0.20; number 87, C, carries -0.29; number 88, C, carries -0.07; number 89, C, carries -0.19; number 90, C, carries -0.25; number 91, C, carries -0.26; number 92, C, carries -0.31; number 93, C, carries -0.19; number 94, C, carries -0.61; number 95, C, carries -0.24; number 96, C, carries -0.22; number 97, C, carries -0.25; number 98, C, carries -0.08; number 99, C, carries -0.59

***

It is found that the E_tot values, taken in the order of the records, are -69517.9088, -248885.5158 eV.